C27H37Cl8F6NO20 | ωB97M-V with the def2-TZVPD basis set

Values from the calculation:
Spin multiplicity ... 2
Energy ... -6891.2832 Ha
Max |F| ... 5.30 eV/A
Total charge ... -1
Expectation value of S² ... 0.75

Element x y z (Å)
C 0.391 -4.999 2.467
N 0.102 -3.825 1.631
O -1.029 -3.679 1.193
O 1.053 -3.040 1.496
H 0.727 -5.770 1.773
H -0.607 -5.192 2.860
H 1.129 -4.724 3.220
C 3.960 0.354 -0.995
C 4.327 0.991 -2.333
O 3.621 2.211 -2.302
C 2.551 2.048 -1.536
O 1.593 2.819 -1.303
O 2.694 0.885 -0.925
F 3.970 0.401 -3.440
H 4.643 0.731 -0.234
H 3.998 -0.721 -0.821
H 5.400 1.185 -2.339
C 5.161 -3.278 -3.372
C 4.633 -4.726 -3.118
O 3.511 -4.384 -2.337
C 3.125 -3.138 -2.557
O 2.066 -2.678 -2.262
O 4.115 -2.419 -3.131
F 5.474 -5.482 -2.427
H 5.739 -3.203 -4.293
H 5.859 -3.079 -2.559
H 4.429 -5.300 -4.021
C -3.236 3.864 3.758
C -3.137 3.180 2.332
O -4.052 2.120 2.507
C -4.509 2.014 3.776
O -5.368 1.227 4.189
O -3.932 2.943 4.549
F -1.915 2.651 2.161
H -3.910 4.717 3.832
H -2.263 4.089 4.195
H -3.376 3.766 1.444
C -0.059 -0.538 0.087
C -0.342 -0.686 -1.406
O -0.846 0.529 -1.717
C -1.089 1.247 -0.589
O -1.625 2.359 -0.637
O -0.567 0.682 0.478
F -1.234 -1.663 -1.587
H 1.028 -0.555 0.169
H -0.573 -1.227 0.757
H 0.539 -0.905 -2.010
C -5.109 -2.096 -1.623
C -4.399 -3.428 -1.427
O -5.427 -4.378 -1.654
C -6.625 -3.843 -1.811
O -7.659 -4.365 -2.155
O -6.515 -2.498 -1.573
F -4.004 -3.386 -0.147
H -4.939 -1.684 -2.618
H -4.959 -1.404 -0.794
H -3.454 -3.637 -1.927
C 1.546 3.138 2.351
C 0.918 4.505 1.916
O 0.681 5.083 3.181
C 0.633 4.138 4.097
O 0.305 4.346 5.283
O 0.959 2.960 3.609
F -0.298 4.346 1.259
H 2.630 3.184 2.448
H 1.409 2.365 1.595
H 1.652 5.071 1.342
Cl 0.564 -0.589 -7.932
C 1.908 -0.506 -6.711
C 1.423 -1.017 -5.328
Cl 0.217 0.015 -4.662
H 2.370 0.475 -6.603
H 2.701 -1.090 -7.177
H 2.278 -1.014 -4.652
H 1.007 -2.020 -5.411
Cl -1.228 5.537 -4.525
C -1.458 5.262 -2.744
C -0.191 5.600 -1.988
Cl 0.196 7.343 -1.879
H -1.591 4.188 -2.620
H -2.364 5.810 -2.483
H 0.679 5.115 -2.431
H -0.309 5.257 -0.960
Cl -3.972 -2.983 4.075
C -3.035 -1.509 3.730
C -2.649 -0.799 5.057
Cl -1.614 -1.850 6.046
H -3.614 -0.851 3.082
H -2.208 -1.768 3.069
H -3.576 -0.630 5.605
H -2.168 0.177 5.006
Cl 3.547 0.417 2.682
C 2.703 -1.094 2.785
C 1.620 -1.201 3.881
Cl 0.195 -0.227 3.511
H 3.392 -1.932 2.892
H 2.396 -1.196 1.744
H 1.914 -0.900 4.887
H 1.354 -2.240 4.079

Atom charges from the Mulliken analysis, given in e for atoms 1 to 6: C -1.266; N 0.902; O -0.769; O -0.606; H 0.282; H 0.361

C27H37ClN7O9SV | ωB97M-V with the def2-TZVPD basis set

Values from the calculation:
Spin multiplicity ... 2
Energy ... -3913.8598 Ha
Max |F| ... 3.12 eV/A
ΔE to the lowest compared entry with this formula, charge and spin ... 4.362 eV
Total charge ... -1
Expectation value of S² ... 0.78

Element x y z (Å)
V -0.709 1.970 1.137
O -4.670 0.443 2.335
C -3.426 0.937 2.260
O -3.135 1.858 1.542
C -2.459 0.241 3.189
O -1.185 0.811 3.036
C -0.256 0.097 2.154
C -0.964 -0.523 0.965
O -1.054 -1.727 0.743
O -1.368 0.412 0.160
H -5.196 0.921 1.675
H -2.458 -0.832 2.982
H -2.805 0.400 4.213
H 0.413 -0.598 2.651
H 0.913 1.477 1.710
O 1.271 2.037 0.990
C 3.194 3.091 2.834
C 2.511 2.325 3.953
N 3.269 2.123 5.077
O 1.352 1.935 3.884
H 4.170 3.473 3.137
H 2.544 3.911 2.533
H 3.275 2.457 1.953
H 4.212 2.449 5.147
H 2.846 1.636 5.848
C -5.094 5.770 3.992
C -3.860 6.252 3.282
C -3.667 7.592 2.972
C -2.485 7.895 2.315
N -1.578 6.993 1.987
C -1.842 5.713 2.328
S -0.638 4.537 1.927
N -2.965 5.326 2.968
H -5.776 6.590 4.219
H -4.812 5.270 4.919
H -5.610 5.035 3.373
H -4.392 8.352 3.226
H -2.258 8.921 2.035
O -2.085 3.642 -0.920
N -1.027 3.610 -0.457
C -0.467 -2.346 -4.407
C 0.802 -3.170 -4.695
C 0.456 -4.663 -4.591
C 1.206 -2.879 -6.145
C 1.993 -2.850 -3.732
O 3.189 -3.478 -4.245
C 1.851 -3.402 -2.288
C 0.599 -3.195 -1.417
C 0.825 -3.814 -0.063
C 0.343 -5.082 0.234
C 0.583 -5.673 1.467
C 1.317 -4.979 2.411
Cl 1.623 -5.710 3.967
C 1.805 -3.711 2.146
C 1.555 -3.140 0.910
C 2.492 -1.386 -3.742
N 1.620 -0.345 -3.248
C 1.452 0.075 -1.983
N 0.669 1.119 -1.937
C 0.412 1.358 -3.246
N 0.970 0.504 -4.084
H -1.326 -2.844 -4.863
H -0.390 -1.351 -4.838
H -0.684 -2.223 -3.352
H -0.326 -4.900 -5.314
H 0.083 -4.936 -3.603
H 1.309 -5.307 -4.827
H 0.364 -3.113 -6.802
H 2.064 -3.474 -6.456
H 1.442 -1.824 -6.288
H 3.068 -4.431 -4.198
H 2.727 -3.036 -1.743
H 2.000 -4.486 -2.351
H -0.265 -3.674 -1.874
H 0.337 -2.151 -1.282
H -0.243 -5.616 -0.505
H 0.199 -6.658 1.698
H 2.359 -3.174 2.904
H 1.910 -2.134 0.713
H 2.786 -1.108 -4.751
H 3.395 -1.384 -3.130
H 1.911 -0.400 -1.131
H -0.214 2.165 -3.591

Atom charges from the Mulliken analysis, given in e for atoms 1 to 6: V 0.854; O -0.535; C 0.612; O -0.523; C -0.439; O -0.250

C27H37FN4O4P2 | ωB97M-V with the def2-TZVPD basis set

Values from the calculation:
Energy ... -2353.3666 Ha
SMILES string ... COC[C@@]1(N=C(C)C)[C@@H](P(=N)(O)O)NC(=O)[C@@]1(F)[PH2]=N.c1ccccc1.c1ccccc1.c1ccccc1
Max |F| ... 5.08 eV/A
Total charge ... 0

Element x y z (Å)
C 3.373 -2.576 2.243
O 2.112 -2.107 1.725
C 1.633 -2.928 0.641
C 0.482 -2.246 -0.236
N -0.660 -1.636 0.473
C -0.475 -0.375 0.808
C -0.067 0.062 2.310
C -0.689 0.874 -0.197
C 1.001 -1.611 -1.630
P 2.530 -0.500 -1.667
N 3.282 -0.824 -3.054
O 3.661 -0.769 -0.433
O 2.149 1.182 -1.758
N 1.424 -2.815 -2.446
C 0.845 -4.087 -1.944
O 1.167 -5.227 -2.295
C -0.235 -3.549 -0.904
F -1.254 -2.953 -1.740
P -1.212 -4.736 0.201
N -2.719 -4.216 0.304
H 4.077 -2.995 1.455
H 3.906 -1.674 2.714
H 3.150 -3.361 3.041
H 2.535 -3.090 -0.063
H 1.368 -3.946 1.070
H 0.040 -0.899 2.923
H 0.855 0.720 2.332
H -1.006 0.583 2.729
H 0.143 1.642 -0.127
H -0.877 0.463 -1.236
H -1.639 1.400 0.186
H 0.255 -1.035 -2.272
H 4.242 -1.146 -2.872
H 4.009 0.064 -0.051
H 1.368 1.261 -2.350
H 1.250 -2.633 -3.452
H -0.602 -4.793 1.513
H -1.139 -6.035 -0.441
H -3.336 -4.935 -0.095
C -1.739 3.449 5.453
C -2.958 3.401 6.120
C -3.317 2.263 6.835
C -2.458 1.169 6.878
C -1.242 1.214 6.203
C -0.882 2.354 5.492
H -1.456 4.339 4.901
H -3.630 4.253 6.084
H -4.267 2.227 7.358
H -2.736 0.283 7.437
H -0.575 0.359 6.232
H 0.067 2.389 4.967
C 3.457 -2.445 -6.896
C 2.698 -1.882 -5.874
C 1.343 -1.636 -6.071
C 0.747 -1.947 -7.290
C 1.509 -2.501 -8.313
C 2.863 -2.751 -8.117
H 4.512 -2.643 -6.741
H 3.161 -1.635 -4.921
H 0.749 -1.200 -5.273
H -0.310 -1.757 -7.441
H 1.046 -2.738 -9.266
H 3.456 -3.185 -8.915
C -1.779 5.516 0.578
C -2.327 4.587 1.457
C -3.466 4.909 2.189
C -4.055 6.161 2.044
C -3.502 7.093 1.171
C -2.365 6.770 0.437
H -0.895 5.262 0.003
H -1.867 3.612 1.572
H -3.895 4.183 2.872
H -4.944 6.411 2.612
H -3.957 8.071 1.063
H -1.935 7.495 -0.245

Atom charges from the Mulliken analysis, given in e for atoms 1 to 6: C -0.789; O -0.115; C -0.766; C 0.718; N -0.509; C 0.280

C27H37GeNiO3SbSe4 | ωB97M-V with the def2-TZVPD basis set

Values from the calculation:
Spin multiplicity ... 4
Energy ... -14708.0021 Ha
Max |F| ... 1.47 eV/A
ΔE to the lowest compared entry with this formula, charge and spin ... 0.000 eV
Total charge ... -1
Expectation value of S² ... 3.82

Element x y z (Å)
Ni -1.541 0.328 -0.112
C -0.321 2.560 4.230
C 0.331 1.743 3.117
C 1.232 0.663 3.717
C 1.157 2.661 2.216
O -0.614 1.102 2.292
Ge -2.436 0.944 2.416
O -2.640 1.817 0.728
C -3.931 2.290 0.300
C -5.103 1.736 1.108
C -3.890 3.811 0.431
C -4.108 1.896 -1.160
O -2.388 -0.622 1.403
C -2.274 -1.984 1.803
C -2.811 -2.826 0.655
C -3.104 -2.202 3.066
C -0.806 -2.305 2.071
H 0.445 3.074 4.816
H -0.994 3.310 3.808
H -0.899 1.920 4.899
H 2.060 1.098 4.282
H 0.652 0.022 4.385
H 1.635 0.044 2.914
H 1.945 3.173 2.775
H 1.611 2.072 1.417
H 0.504 3.407 1.758
H -5.054 2.025 2.157
H -6.033 2.125 0.686
H -5.130 0.645 1.055
H -3.733 4.090 1.475
H -3.062 4.209 -0.157
H -4.821 4.266 0.083
H -4.115 0.809 -1.262
H -5.050 2.286 -1.552
H -3.290 2.289 -1.766
H -3.886 -2.673 0.539
H -2.317 -2.545 -0.277
H -2.631 -3.887 0.842
H -4.143 -1.919 2.888
H -3.073 -3.251 3.370
H -2.721 -1.594 3.887
H -0.214 -2.129 1.171
H -0.422 -1.649 2.853
H -0.685 -3.344 2.385
Se -1.400 -1.669 -6.363
Sb -0.221 -0.574 -4.515
Se 1.149 1.336 -5.220
Se 1.621 -2.065 -5.098
Se -1.614 -0.333 -2.519
C 0.057 -0.221 -0.937
C 1.182 -0.593 -1.398
C 2.424 -0.845 -1.817
C 3.307 0.289 -2.176
C 3.151 1.523 -1.543
C 3.919 2.612 -1.916
C 4.858 2.491 -2.932
C 5.019 1.270 -3.571
C 4.253 0.177 -3.196
C 2.897 -2.247 -1.877
C 4.242 -2.576 -1.712
C 4.657 -3.900 -1.741
C 3.736 -4.917 -1.937
C 2.392 -4.601 -2.095
C 1.977 -3.282 -2.065
H 2.405 1.616 -0.763
H 3.779 3.563 -1.415
H 5.455 3.344 -3.229
H 5.731 1.172 -4.381
H 4.356 -0.761 -3.725
H 4.968 -1.789 -1.548
H 5.706 -4.135 -1.606
H 4.061 -5.950 -1.966
H 1.664 -5.387 -2.256
H 0.931 -3.035 -2.197

Atom charges from the Mulliken analysis, given in e for atoms 1 to 6: Ni -0.650; C -1.893; C 1.764; C -1.699; C -1.371; O 0.781

C27H37N5O4 | ωB97M-V with the def2-TZVPD basis set

Values from the calculation:
Energy ... -1625.7856 Ha
SMILES string ... CCOCCCNC(=O)C1CCN(c2cc(C)nc3c(-c4ccc(OC)c(OC)c4)c(C)nn23)CC1
Max |F| ... 0.99 eV/A
ΔE to the lowest compared entry with this formula, charge and spin ... 0.973 eV
Total charge ... 0

Element x y z (Å)
C -11.100 -1.969 0.430
C -10.026 -1.181 1.163
O -8.970 -0.922 0.260
C -7.800 -0.407 0.844
C -7.911 1.065 1.259
C -6.556 1.629 1.687
N -5.596 1.623 0.607
C -4.555 0.762 0.566
O -4.296 -0.002 1.472
C -3.693 0.867 -0.688
C -2.442 1.691 -0.353
C -1.465 1.692 -1.532
N -1.096 0.332 -1.871
C -0.027 -0.286 -1.295
C 0.044 -1.643 -1.018
C 1.227 -2.211 -0.516
C 1.286 -3.676 -0.221
N 2.307 -1.506 -0.281
C 2.256 -0.200 -0.531
C 3.220 0.806 -0.389
C 4.578 0.622 0.100
C 5.315 1.649 0.670
C 6.610 1.428 1.114
C 7.196 0.179 1.010
O 8.463 -0.137 1.415
C 9.248 0.876 1.984
C 6.446 -0.880 0.452
O 7.080 -2.089 0.401
C 6.357 -3.188 -0.091
C 5.163 -0.646 0.005
C 2.575 1.971 -0.843
C 3.105 3.354 -0.983
N 1.326 1.727 -1.226
N 1.111 0.422 -1.031
C -2.255 -0.433 -2.277
C -3.279 -0.534 -1.145
H -10.687 -2.904 0.062
H -11.928 -2.181 1.100
H -11.463 -1.395 -0.419
H -10.448 -0.240 1.545
H -9.646 -1.758 2.020
H -7.503 -1.013 1.713
H -7.031 -0.513 0.074
H -8.607 1.167 2.093
H -8.305 1.638 0.415
H -6.678 2.653 2.053
H -6.126 1.014 2.481
H -5.810 2.190 -0.198
H -4.250 1.365 -1.490
H -1.956 1.251 0.520
H -2.722 2.717 -0.106
H -1.942 2.137 -2.411
H -0.564 2.257 -1.295
H -0.809 -2.282 -1.163
H 1.134 -4.251 -1.134
H 2.256 -3.924 0.200
H 0.505 -3.951 0.486
H 4.885 2.628 0.800
H 7.154 2.250 1.552
H 10.202 0.410 2.226
H 9.418 1.701 1.282
H 8.797 1.272 2.902
H 6.082 -3.052 -1.143
H 5.451 -3.369 0.495
H 7.025 -4.043 -0.001
H 4.571 -1.439 -0.418
H 4.129 3.332 -1.351
H 3.090 3.872 -0.024
H 2.477 3.905 -1.679
H -2.704 0.096 -3.125
H -1.951 -1.420 -2.626
H -2.848 -1.060 -0.292
H -4.154 -1.093 -1.483

Atom charges from the natural (NBO) analysis, given in e for atoms 1 to 6: C -0.618; C -0.059; O -0.540; C -0.056; C -0.435; C -0.230

C27H38BIN6O | ωB97M-V with the def2-TZVPD basis set

Values from the calculation:
Energy ... -1777.8068 Ha
SMILES string ... c1cc[nH]c1.c1cc[nH]c1.c1cc[nH]c1.c1cc[nH]c1.c1cc[nH]c1.c1cc[nH]c1.CCOCBI
Max |F| ... 2.73 eV/A
Total charge ... 0

Element x y z (Å)
C -0.428 3.052 2.054
C -1.274 1.997 2.470
C -0.548 0.830 2.386
N 0.706 1.144 1.929
C 0.790 2.497 1.729
H -0.679 4.103 1.999
H -2.303 2.079 2.797
H -0.815 -0.194 2.610
H 1.452 0.481 1.765
H 1.706 2.949 1.372
C 0.584 -7.998 -3.270
C -0.397 -7.712 -2.290
C -0.131 -6.454 -1.798
N 0.979 -5.973 -2.443
C 1.418 -6.905 -3.347
H 0.671 -8.903 -3.858
H -1.210 -8.355 -1.978
H -0.634 -5.863 -1.045
H 1.406 -5.070 -2.279
H 2.285 -6.712 -3.964
C 6.284 1.390 -0.676
C 5.303 1.676 0.304
C 5.569 2.934 0.796
N 6.679 3.415 0.151
C 7.118 2.483 -0.753
H 6.371 0.486 -1.264
H 4.490 1.033 0.616
H 5.066 3.525 1.549
H 7.106 4.318 0.315
H 7.985 2.676 -1.370
C -2.175 -7.320 -7.926
C -1.173 -7.527 -8.903
C 0.033 -7.608 -8.244
N -0.205 -7.452 -6.904
C -1.550 -7.281 -6.699
H -3.238 -7.212 -8.097
H -1.316 -7.610 -9.973
H 1.039 -7.762 -8.614
H 0.501 -7.463 -6.179
H -1.945 -7.146 -5.702
C -3.693 7.669 2.858
C -3.784 7.165 1.538
C -2.582 6.561 1.245
N -1.766 6.688 2.340
C -2.437 7.357 3.330
H -4.460 8.201 3.405
H -4.636 7.234 0.874
H -2.237 6.055 0.353
H -0.818 6.341 2.406
H -1.965 7.555 4.283
C -7.283 7.094 4.066
C -8.440 7.424 4.811
C -8.331 6.805 6.036
N -7.150 6.109 6.055
C -6.502 6.283 4.860
H -7.044 7.413 3.060
H -9.264 8.047 4.489
H -8.990 6.799 6.894
H -6.810 5.554 6.829
H -5.544 5.816 4.676
C 5.146 -3.329 0.974
C 4.575 -1.861 0.513
O 3.196 -1.569 0.933
C 2.201 -2.025 -0.051
B 1.381 -3.287 0.691
I 0.361 -2.708 2.595
H 5.375 -4.055 0.055
H 6.161 -3.206 1.583
H 4.424 -3.929 1.695
H 4.768 -1.760 -0.645
H 5.271 -1.033 1.019
H 1.358 -1.200 -0.238
H 2.643 -2.368 -1.080
H 1.359 -4.388 0.281

Atom charges from the Mulliken analysis, given in e for atoms 1 to 6: C 0.258; C -0.886; C -0.101; N 0.173; C -0.743; H 0.165